DFT (ωB97M-V with the def2-TZVPD basis set) results for a molecular structure, C69H55I2N3O18S in a non-equilibrium geometry.

Structure (XYZ):
```
148
Properties=species:S:1:pos:R:3:forces:R:3:lowdin_charge:R:1
C 6.504 -2.687 -1.077 0.228 0.238 0.627 -0.1183
C 5.819 -1.262 -0.874 -0.327 -0.611 -1.087 -0.2353
C 4.241 -1.392 -1.036 -0.327 0.947 -0.649 -0.2168
C 3.397 -0.712 0.126 0.049 -0.398 -0.094 -0.1874
C 2.163 -1.561 0.637 0.489 0.317 -0.106 -0.1522
C 1.283 -2.188 -0.484 -2.111 -2.108 -0.056 -0.1452
C 1.155 -1.678 -1.898 -1.672 -2.588 0.395 0.0448
C 0.305 -2.383 -2.854 0.351 1.475 0.384 -0.1199
C 0.251 -1.826 -4.324 0.675 -1.525 0.210 -0.2181
N 1.589 -2.117 -4.961 -0.119 -0.250 0.260 -0.0135
C -0.508 -3.594 -2.523 0.623 -0.204 1.873 -0.2779
N -1.348 -4.373 -3.305 1.377 0.363 2.872 -0.2432
S -1.877 -5.564 -2.268 0.572 0.875 0.492 0.9429
N -1.168 -5.222 -0.780 1.040 2.526 -3.390 -0.2062
C -0.405 -4.090 -1.096 0.350 0.536 0.287 -0.3007
C 0.494 -3.371 -0.113 -0.351 1.088 -0.477 -0.2495
C 0.542 -4.007 1.313 2.044 -0.841 -1.650 -0.7039
I -0.909 -3.532 2.834 0.791 0.025 -0.943 1.0358
C 1.547 -4.915 1.540 -1.659 0.377 0.905 -0.7136
C 1.762 -5.703 2.872 1.091 0.338 -0.619 -0.1769
I 2.950 -5.339 -0.072 -0.645 0.029 1.058 0.8873
H 7.297 -2.651 -1.871 -0.586 -0.007 0.902 0.0654
H 6.963 -2.977 -0.083 -0.392 -0.063 -1.304 0.0734
H 5.770 -3.483 -1.405 0.727 0.971 0.531 0.0505
H 6.232 -0.600 -1.695 -0.618 -0.536 1.004 0.0997
H 6.079 -0.765 0.098 -0.165 -0.706 -0.796 0.0956
H 3.901 -2.453 -1.238 0.568 1.077 0.512 0.0648
H 3.981 -0.827 -1.987 0.221 -0.766 0.949 0.0987
H 4.093 -0.604 1.014 -0.929 0.256 -0.935 0.1120
H 3.010 0.286 -0.237 0.627 -1.011 0.687 0.0776
H 1.553 -0.889 1.318 0.411 -0.744 -0.876 0.1277
H 2.566 -2.369 1.319 -0.588 0.670 -0.950 0.1031
H 1.747 -0.774 -2.189 -0.828 -0.972 0.125 0.1138
H -0.492 -2.439 -4.915 0.343 1.057 0.808 0.1038
H 0.048 -0.726 -4.379 0.018 -1.030 0.211 0.1046
H 2.221 -2.531 -4.265 -0.361 0.386 -0.358 0.0562
H 1.497 -2.840 -5.677 -0.070 0.344 0.244 0.0567
H 2.191 -6.718 2.643 -0.641 0.962 0.267 0.0641
H 2.573 -5.152 3.442 -0.940 -0.612 -0.441 0.0900
H 0.843 -5.776 3.512 0.846 0.114 -0.832 0.0343
C -4.893 -0.989 5.254 -0.088 0.072 0.137 0.0224
C -5.893 -0.229 4.810 0.108 -0.068 0.159 0.0314
C -6.071 0.037 3.364 -0.224 0.153 -0.084 -0.3853
O -6.981 0.731 2.959 0.135 -0.063 0.058 0.1112
C -5.096 -0.574 2.432 0.178 -0.111 -0.049 0.0317
C -4.096 -1.333 2.876 -0.054 0.040 -0.166 0.0128
C -3.919 -1.599 4.322 -0.022 -0.114 -0.015 -0.3996
O -3.006 -2.294 4.733 -0.127 0.037 -0.060 -0.0354
H -4.746 -1.193 6.307 0.033 -0.008 -0.012 0.1297
H -6.614 0.224 5.478 -0.008 0.004 -0.031 0.1260
H -5.242 -0.369 1.379 -0.032 0.021 0.015 0.1257
H -3.374 -1.787 2.209 0.006 -0.003 0.022 0.0694
C -4.565 -8.805 3.595 -0.161 -0.026 0.170 0.0199
C -5.180 -8.152 4.580 0.022 -0.202 -0.108 0.0193
C -4.878 -6.731 4.867 -0.102 0.160 0.195 -0.3860
O -5.437 -6.136 5.766 0.045 -0.074 -0.114 0.1036
C -3.868 -6.063 4.015 0.138 0.021 -0.167 0.0153
C -3.252 -6.715 3.030 -0.005 0.172 0.067 0.0088
C -3.554 -8.136 2.743 0.128 -0.109 -0.193 -0.3849
O -2.995 -8.731 1.844 -0.081 0.057 0.112 0.1074
H -4.772 -9.844 3.372 0.032 0.008 -0.033 0.1216
H -5.921 -8.625 5.212 0.003 0.046 0.020 0.1214
H -3.660 -5.023 4.238 0.004 0.003 0.041 0.0931
H -2.511 -6.241 2.399 0.002 -0.034 -0.031 0.0756
C 3.247 4.535 -1.854 0.157 -0.188 0.032 0.0225
C 2.936 3.288 -1.505 0.072 0.121 -0.053 0.0304
C 1.572 2.936 -1.051 0.035 -0.201 0.026 -0.3751
O 1.285 1.799 -0.731 -0.066 0.119 -0.073 0.0884
C 0.566 4.021 -1.002 -0.102 0.190 0.002 0.0217
C 0.877 5.268 -1.351 -0.184 -0.119 0.073 0.0218
C 2.241 5.621 -1.805 0.131 0.232 -0.090 -0.3831
O 2.524 6.757 -2.126 -0.079 -0.133 0.020 0.1067
H 4.239 4.812 -2.188 -0.040 0.039 -0.054 0.1184
H 3.659 2.482 -1.536 -0.022 -0.012 0.014 0.1201
H -0.426 3.745 -0.668 0.018 -0.051 0.002 0.1197
H 0.154 6.074 -1.320 0.039 0.025 -0.025 0.1209
C -0.920 2.844 6.859 0.132 0.072 0.047 0.0134
C 0.255 2.851 6.234 -0.008 -0.032 -0.024 0.0248
C 0.658 1.740 5.343 0.153 0.064 -0.034 -0.3758
O 1.731 1.743 4.773 -0.144 -0.027 0.027 0.1064
C -0.299 0.621 5.174 -0.125 -0.176 -0.064 0.0345
C -1.474 0.616 5.800 0.045 -0.071 -0.117 0.0295
C -1.875 1.728 6.690 -0.089 0.079 0.140 -0.3817
O -2.951 1.723 7.259 0.030 -0.007 -0.142 0.0873
H -1.230 3.649 7.513 0.027 0.003 -0.018 0.1202
H 0.962 3.663 6.348 -0.061 -0.163 -0.006 0.0939
H 0.010 -0.185 4.518 0.015 -0.005 -0.002 0.1113
H -2.183 -0.193 5.688 0.061 -0.015 0.075 0.0895
C 4.236 -8.342 -4.618 0.086 -0.203 0.021 0.0202
C 3.907 -9.586 -4.273 0.169 0.145 -0.071 0.0218
C 2.534 -9.923 -3.832 -0.085 -0.264 0.087 -0.3864
O 2.234 -11.056 -3.515 0.048 0.142 -0.052 0.1087
C 1.542 -8.825 -3.790 -0.082 0.213 -0.022 0.0260
C 1.871 -7.581 -4.135 -0.179 -0.106 0.077 0.0193
C 3.243 -7.244 -4.576 0.044 0.260 -0.058 -0.3900
O 3.544 -6.110 -4.893 -0.035 -0.122 0.049 0.0962
H 5.234 -8.077 -4.943 -0.021 0.044 -0.005 0.1218
H 4.620 -10.400 -4.299 -0.043 -0.022 0.018 0.1224
H 0.543 -9.089 -3.465 0.022 -0.040 0.015 0.1233
H 1.158 -6.766 -4.109 0.033 0.031 -0.004 0.1142
C 2.160 7.112 -6.646 0.116 0.100 0.116 0.0213
C 3.153 6.802 -5.814 -0.096 0.198 -0.074 0.0212
C 3.572 5.396 -5.610 0.114 -0.139 0.101 -0.3871
O 4.475 5.109 -4.850 -0.050 0.059 0.011 0.0879
C 2.848 4.352 -6.366 -0.106 -0.008 -0.058 0.0277
C 1.855 4.659 -7.199 0.095 -0.126 -0.120 0.0228
C 1.435 6.064 -7.403 -0.086 0.036 -0.078 -0.3793
O 0.530 6.348 -8.163 0.073 -0.032 0.098 0.0980
H 1.838 8.133 -6.807 -0.019 -0.015 -0.018 0.1211
H 3.693 7.554 -5.253 0.005 -0.047 0.037 0.1240
H 3.169 3.330 -6.205 0.021 0.008 0.007 0.1245
H 1.315 3.903 -7.759 0.150 0.295 0.139 0.0806
C -3.174 2.471 -8.984 0.146 0.154 0.005 0.0262
C -1.938 2.882 -8.704 -0.148 0.119 -0.088 0.0312
C -0.938 1.960 -8.122 0.084 0.029 0.012 -0.3598
O 0.190 2.335 -7.865 -0.316 -0.414 -0.087 0.0822
C -1.360 0.565 -7.864 -0.079 -0.181 0.046 0.0253
C -2.596 0.154 -8.143 0.201 -0.053 0.083 0.0261
C -3.598 1.076 -8.725 -0.274 -0.074 -0.069 -0.3857
O -4.724 0.702 -8.982 0.149 0.042 0.039 0.1115
H -3.920 3.131 -9.409 -0.021 -0.038 0.003 0.1243
H -1.610 3.898 -8.887 0.049 -0.008 0.025 0.1238
H -0.613 -0.094 -7.438 0.034 0.041 -0.001 0.1187
H -2.922 -0.862 -7.960 -0.038 0.021 -0.020 0.1236
C -0.070 8.278 5.738 0.015 -0.168 0.079 0.0259
C -0.089 7.108 6.375 0.063 0.441 0.186 0.0169
C 1.158 6.483 6.867 -0.029 -0.053 0.063 -0.3573
O 1.139 5.413 7.446 0.062 0.323 0.047 0.0840
C 2.427 7.205 6.627 0.167 0.104 -0.055 0.0256
C 2.447 8.375 5.990 0.118 -0.159 0.109 0.0235
C 1.198 9.002 5.497 -0.090 0.225 -0.180 -0.3889
O 1.215 10.070 4.918 0.036 -0.128 0.072 0.1042
H -0.973 8.751 5.370 0.022 0.047 0.009 0.1229
H -1.001 6.569 6.561 0.140 0.102 0.191 0.0893
H 3.329 6.732 6.994 -0.024 -0.029 0.006 0.1229
H 3.365 8.917 5.805 -0.035 0.029 -0.018 0.1227
C -4.061 4.578 4.939 -0.164 -0.054 0.033 0.0324
C -5.069 4.457 4.075 0.088 -0.050 0.212 0.0309
C -4.964 4.984 2.695 -0.267 -0.058 -0.175 -0.3845
O -5.880 4.876 1.907 0.146 0.033 0.088 0.1185
C -3.696 5.649 2.312 0.226 0.078 0.025 0.0255
C -2.690 5.769 3.176 0.008 0.028 -0.184 0.0275
C -2.796 5.243 4.555 0.019 -0.048 0.105 -0.3494
O -1.875 5.352 5.344 -0.499 -0.400 -0.503 0.0611
H -4.120 4.199 5.952 0.048 -0.017 0.005 0.1216
H -6.001 3.973 4.337 -0.010 0.004 -0.056 0.1259
H -3.637 6.027 1.300 -0.051 -0.007 0.001 0.1230
H -1.757 6.253 2.914 0.014 -0.010 0.043 0.1228
```
Positions in Å, forces in eV/Å.

The HOMO energy comes out at -8.4 eV. Its total energy is -5174.060633 a.u. The LUMO energy comes out at -1.99 eV. The frontier orbital gap comes out at 0.2371 Ha.